1.
# C54H112Br2N4O34

A cluster of 15 separate species, C54H112Br2N4O34 in total in a non-equilibrium geometry (ωB97M-V with the def2-TZVPD basis set, the OMol25 dataset).

Summary:
* lowest unoccupied orbital energy: 0.261 eV
* frontier orbital gap: 9.2 eV
* maximum force: 4.983 eV Å⁻¹
* 2S+1: 1

CARTESIAN COORDINATES (ANGSTROEM)
Br -14.689 -32.740 4.873
Br -17.044 -30.396 8.240
O -12.100 -30.878 -2.968
O -17.178 -28.792 4.410
O -17.297 -27.639 -1.457
O -11.255 -33.071 2.214
O -10.233 -38.222 6.543
O -12.829 -31.770 1.458
O -15.825 -29.327 -1.052
O -11.816 -29.645 -1.039
O -16.166 -26.651 4.339
O -8.333 -34.696 -0.782
O -8.315 -34.408 7.281
O -15.019 -35.694 1.233
O -9.803 -37.458 8.729
O -12.815 -26.948 2.533
O -16.974 -27.541 6.236
O -7.206 -34.127 3.517
O -21.108 -31.398 -2.080
O -17.051 -35.852 1.862
O -8.785 -28.388 3.977
O -5.374 -35.311 4.315
O -18.898 -31.888 -2.766
O -5.123 -34.131 2.414
O -10.590 -34.770 -1.274
O -21.233 -31.805 2.837
O -11.697 -37.007 7.758
O -19.151 -31.713 1.902
O -10.272 -29.750 -2.814
O -11.315 -30.843 2.916
O -9.919 -36.006 0.344
O -20.472 -33.316 1.237
O -16.558 -36.334 -0.302
O -15.251 -27.154 -1.136
O -12.825 -23.157 0.409
O -20.262 -30.936 -4.230
N -7.734 -29.689 2.390
N -8.529 -32.134 6.804
N -11.003 -24.500 0.548
N -12.168 -27.347 4.727
C -15.133 -31.346 6.262
C -13.378 -31.449 -2.612
C -5.510 -37.212 5.944
C -21.929 -34.965 2.253
C -20.208 -31.469 -2.972
C -17.048 -32.572 -1.443
C -9.494 -35.116 -0.675
C -9.551 -31.114 6.602
C -12.346 -27.668 3.427
C -21.753 -33.946 1.138
C -6.077 -35.757 5.515
C -16.757 -27.741 4.938
C -16.554 -31.679 6.822
C -19.381 -27.797 -2.690
C -18.608 -32.448 -1.498
C -8.812 -29.069 2.951
C -16.135 -28.157 -1.168
C -12.570 -36.778 6.615
C -11.946 -35.647 5.808
C -11.797 -31.823 2.333
C -13.554 -30.555 1.218
C -8.912 -36.480 1.221
C -10.567 -37.628 7.586
C -18.759 -37.632 1.506
C -16.769 -25.356 7.189
C -12.500 -26.004 5.261
C -16.160 -26.725 7.030
C -7.245 -32.011 6.130
C -12.217 -24.066 0.978
C -6.360 -29.502 2.966
C -13.942 -35.600 0.326
C -8.383 -37.429 8.592
C -11.444 -30.086 -2.150
C -7.841 -30.537 1.273
C -6.007 -34.437 3.461
C -10.370 -24.066 -0.757
C -20.339 -32.193 2.079
C -9.596 -37.129 2.453
C -16.326 -26.360 2.978
C -9.974 -27.340 -2.853
C -10.106 -33.347 3.002
C -21.478 -30.259 -4.609
C -18.459 -36.134 1.721
C -18.584 -30.842 2.848
C -11.835 -28.354 5.804
C -16.245 -36.064 0.826
C -10.223 -25.463 1.405
C -13.897 -27.482 -0.801
C -14.751 -30.313 2.132
C -5.563 -33.724 1.130
C -9.418 -28.698 -2.371
C -10.561 -34.014 -2.404
C -18.445 -28.425 -1.621
C -8.869 -33.330 7.335
H -5.927 -32.698 1.182
H -11.044 -27.364 -2.646
H -9.158 -30.117 6.800
H -18.815 -27.707 -3.617
H -18.865 -35.494 0.937
H -6.435 -29.129 3.987
H -20.203 -28.496 -2.845
H -9.813 -34.341 2.666
H -10.742 -23.065 -0.976
H -15.685 -25.552 2.625
H -12.665 -35.488 5.005
H -16.296 -24.836 8.022
H -12.641 -24.617 1.832
H -19.639 -26.770 -2.430
H -5.700 -28.903 2.339
H -11.810 -34.759 6.427
H -4.770 -33.788 0.385
H -13.985 -30.608 -2.277
H -14.440 -31.440 7.098
H -9.360 -28.616 -1.286
H -13.946 -30.556 0.201
H -19.063 -33.428 -1.359
H -19.057 -29.862 2.783
H -9.808 -27.170 -3.917
H -14.067 -34.605 -0.102
H -16.683 -33.450 -1.977
H -16.142 -27.187 8.016
H -12.581 -25.199 4.530
H -12.003 -28.692 3.212
H -9.900 -38.161 2.281
H -12.629 -37.692 6.024
H -13.429 -26.607 -0.349
H -22.372 -30.798 -4.296
H -18.987 -28.464 -0.676
H -4.730 -36.983 6.670
H -7.484 -30.116 0.334
H -13.456 -27.689 -1.776
H -16.604 -32.574 -0.448
H -9.138 -25.382 1.340
H -15.386 -29.577 1.638
H -15.317 -31.241 2.220
H -13.406 -26.032 5.866
H -9.535 -26.470 -2.364
H -11.721 -25.597 5.906
H -11.044 -35.985 5.297
H -18.204 -29.410 -2.022
H -6.309 -37.849 6.325
H -10.450 -31.271 7.197
H -10.025 -34.622 -3.133
H -11.769 -29.374 5.426
H -18.159 -38.112 0.733
H -18.503 -38.284 2.341
H -6.540 -32.723 6.559
H -17.825 -25.355 7.460
H -16.555 -32.658 7.301
H -9.903 -33.242 7.703
H -16.458 -31.750 -1.848
H -10.837 -28.093 6.155
H -5.918 -35.080 6.354
H -9.735 -29.213 2.368
H -22.838 -35.553 2.128
H -12.830 -29.743 1.271
H -10.415 -25.492 2.477
H -9.914 -30.965 5.585
H -19.794 -37.772 1.192
H -15.100 -26.631 6.796
H -10.371 -33.283 4.057
H -8.319 -35.620 1.535
H -7.161 -35.656 5.454
H -6.946 -30.964 6.184
H -21.914 -34.477 3.228
H -13.340 -32.152 -1.780
H -18.877 -35.760 2.656
H -13.766 -28.330 -0.128
H -21.797 -34.364 0.132
H -16.486 -24.747 6.330
H -10.494 -36.602 2.777
H -8.028 -36.743 7.823
H -14.483 -30.000 3.141
H -7.406 -32.162 5.062
H -10.514 -26.455 1.058
H -18.503 -31.287 3.840
H -4.859 -37.626 5.174
H -13.569 -36.495 6.947
H -22.571 -33.231 1.229
H -16.102 -27.341 2.559
H -10.707 -24.730 -1.553
H -9.284 -24.021 -0.682
H -15.125 -30.372 5.775
H -7.963 -37.104 9.544
H -5.992 -30.527 3.019
H -21.089 -35.658 2.290
H -17.384 -26.209 2.761
H -7.246 -31.443 1.386
H -13.893 -36.365 -0.449
H -8.188 -37.151 0.758
H -11.535 -34.005 -2.894
H -8.886 -30.768 1.067
H -17.571 -30.733 2.461
H -9.330 -32.608 2.803
H -21.684 -29.308 -4.117
H -8.371 -28.829 -2.645
H -13.961 -31.907 -3.411
H -12.967 -35.511 0.805
H -18.864 -31.805 -0.656
H -8.901 -37.213 3.288
H -17.328 -31.633 6.056
H -10.176 -33.002 -2.279
H -12.540 -28.418 6.632
H -21.644 -30.176 -5.683
H -8.069 -38.455 8.398
H -6.386 -34.320 0.735

Here are the Löwdin charges for atoms 1 to 99, given in e: number 1, Br, carries 0.634; number 2, Br, carries 0.631; number 3, O, carries 0.009; number 4, O, carries 0.086; number 5, O, carries 0.060; number 6, O, carries -0.015; number 7, O, carries 0.080; number 8, O, carries 0.022; number 9, O, carries 0.098; number 10, O, carries 0.084; number 11, O, carries -0.043; number 12, O, carries 0.101; number 13, O, carries 0.019; number 14, O, carries -0.009; number 15, O, carries -0.027; number 16, O, carries -0.032; number 17, O, carries 0.011; number 18, O, carries 0.071; number 19, O, carries 0.070; number 20, O, carries 0.029; number 21, O, carries -0.016; number 22, O, carries 0.011; number 23, O, carries -0.001; number 24, O, carries -0.030; number 25, O, carries 0.021; number 26, O, carries 0.108; number 27, O, carries 0.035; number 28, O, carries 0.002; number 29, O, carries 0.007; number 30, O, carries 0.058; number 31, O, carries -0.008; number 32, O, carries -0.029; number 33, O, carries 0.128; number 34, O, carries 0.013; number 35, O, carries -0.021; number 36, O, carries -0.012; number 37, N, carries -0.169; number 38, N, carries -0.165; number 39, N, carries -0.148; number 40, N, carries -0.126; number 41, C, carries -0.601; number 42, C, carries -0.010; number 43, C, carries -0.024; number 44, C, carries -0.058; number 45, C, carries -0.462; number 46, C, carries -0.044; number 47, C, carries -0.501; number 48, C, carries -0.059; number 49, C, carries -0.320; number 50, C, carries -0.219; number 51, C, carries -0.171; number 52, C, carries -0.484; number 53, C, carries -0.660; number 54, C, carries -0.034; number 55, C, carries -0.199; number 56, C, carries -0.319; number 57, C, carries -0.584; number 58, C, carries -0.165; number 59, C, carries -0.069; number 60, C, carries -0.506; number 61, C, carries -0.217; number 62, C, carries -0.230; number 63, C, carries -0.549; number 64, C, carries -0.055; number 65, C, carries -0.060; number 66, C, carries -0.031; number 67, C, carries -0.253; number 68, C, carries -0.020; number 69, C, carries -0.344; number 70, C, carries -0.002; number 71, C, carries -0.039; number 72, C, carries -0.057; number 73, C, carries -0.505; number 74, C, carries -0.081; number 75, C, carries -0.445; number 76, C, carries -0.018; number 77, C, carries -0.530; number 78, C, carries -0.045; number 79, C, carries -0.030; number 80, C, carries -0.049; number 81, C, carries -0.028; number 82, C, carries -0.054; number 83, C, carries -0.187; number 84, C, carries -0.031; number 85, C, carries -0.026; number 86, C, carries -0.601; number 87, C, carries -0.051; number 88, C, carries -0.014; number 89, C, carries -0.065; number 90, C, carries -0.045; number 91, C, carries -0.210; number 92, C, carries -0.056; number 93, C, carries -0.194; number 94, C, carries -0.333; number 95, H, carries 0.058; number 96, H, carries 0.068; number 97, H, carries 0.085; number 98, H, carries 0.085; number 99, H, carries 0.112


2.
# CH3N

A structure of composition CH3N in a non-equilibrium geometry (ωB97M-V with the def2-TZVPD basis set, the OMol25 dataset).

Summary:
* lowest unoccupied orbital energy: 1.231 eV
* frontier orbital gap: 12.8 eV
* maximum force: 5.744 eV Å⁻¹
* 2S+1: 1
* relative energy (zero: lowest compared OMol25 entry of this formula, charge and spin): 36.7 kcal/mol

CARTESIAN COORDINATES (ANGSTROEM)
N 0.101 1.216 -0.353
C 1.165 0.886 -0.532
H -0.377 -1.772 0.341
H 0.025 -1.450 0.960
H -0.914 1.120 -0.416

So, what does the natural (NBO) scheme give us? The charges, in e, come out as: number 1, N, carries -0.736; number 2, C, carries 0.286; number 3, H, carries -0.008; number 4, H, carries 0.007; number 5, H, carries 0.451